# 1
The following is a quantum chemistry calculation of a 2-piece molecular cluster, C21H23O7S2 overall at a distorted geometry, from OMol25.

XYZ file:
```
53
Properties=species:S:1:pos:R:3:forces:R:3:nbo_charge:R:1
C 5.3639 2.5970 -2.8245 -0.4 -0.2 -0.4 -0.6221
C 4.9465 1.5769 -1.7913 0.8 0.4 0.7 -0.0717
O 3.7864 0.8621 -2.1369 0.0 0.4 -0.4 -0.5448
C 3.3797 0.1418 -1.0417 -1.8 -2.0 1.7 0.7220
C 2.2375 -0.7218 -1.2305 0.6 0.5 -0.1 -0.4293
C 1.6260 -0.7409 -2.5764 -0.3 -0.1 -0.7 -0.6226
C 1.7073 -1.5077 -0.1624 1.0 1.2 -1.2 0.5109
C 0.7921 -2.6524 -0.4583 -0.7 -0.3 -0.5 -0.7015
O 1.9831 -1.3100 1.0142 0.1 -0.1 2.1 -0.7029
O 3.9690 0.2193 0.0319 0.6 0.6 -0.2 -0.6883
H 6.2529 3.1511 -2.5163 0.0 -0.1 0.1 0.2019
H 5.5771 2.1132 -3.7761 0.1 0.0 -0.2 0.1971
H 4.5614 3.3124 -2.9955 -0.1 0.1 0.0 0.2044
H 5.7284 0.8254 -1.6158 0.2 0.4 0.0 0.1680
H 4.7380 2.0498 -0.8212 0.4 0.1 -0.3 0.1934
H 2.1104 -0.0069 -3.2230 -0.2 -0.2 0.0 0.2255
H 1.7277 -1.7196 -3.0433 -0.1 -0.2 -0.4 0.1713
H 0.5695 -0.4770 -2.5202 -0.2 -0.1 -0.3 0.1927
H 0.3409 -2.5757 -1.4481 0.0 -0.2 0.0 0.2018
H 1.3506 -3.5864 -0.3878 0.1 -0.1 -0.1 0.2141
H 0.0007 -2.6958 0.2887 0.0 0.1 0.0 0.2084
C -5.1967 -0.1759 -0.4949 -0.1 -0.1 0.0 -0.1939
C -5.1729 1.1203 -0.0151 0.0 0.1 0.0 -0.2257
C -3.9937 1.8405 -0.0324 -0.2 0.6 0.3 -0.1737
C -2.8448 1.2598 -0.5207 0.4 0.5 -0.1 -0.2389
S -1.2832 2.1455 -0.5377 0.5 1.0 -1.9 2.0735
C -0.4558 1.6410 0.9662 -1.2 0.8 0.0 -0.6525
C 0.8339 1.4321 0.8834 0.8 -0.1 -0.1 -0.1817
S -1.2758 1.4113 2.5433 -0.6 -0.1 2.0 2.0812
C -1.1799 -0.3802 2.6153 -0.2 0.4 0.3 -0.2440
C -2.2436 -1.1423 2.1857 -0.6 0.3 -0.3 -0.2305
C -2.1646 -2.5161 2.2314 -0.1 -0.2 0.0 -0.2187
C -1.0128 -3.1267 2.6979 0.0 0.0 0.1 -0.1996
C 0.0472 -2.3565 3.1344 0.2 -0.3 0.1 -0.1847
C -0.0451 -0.9832 3.1021 0.6 0.5 0.2 -0.1639
O -0.3470 1.9127 3.6226 -2.5 -0.7 -2.7 -0.9015
O -2.7450 1.7406 2.4627 3.6 -0.1 0.3 -0.9217
O -0.4692 1.5043 -1.6418 -2.1 2.2 2.6 -0.9030
O -1.5804 3.6224 -0.4639 0.8 -3.5 -0.3 -0.9063
C -2.8706 -0.0184 -1.0141 0.5 -0.6 -0.3 -0.2054
C -4.0460 -0.7424 -1.0043 0.0 -0.1 0.0 -0.2178
H -6.1091 -0.7504 -0.4564 -0.1 -0.1 0.0 0.2088
H -6.0670 1.5636 0.3902 -0.1 0.1 0.1 0.2139
H -3.9500 2.8371 0.3802 0.0 0.1 -0.1 0.2493
H 1.4053 1.0888 1.7231 0.3 0.0 0.2 0.2552
H 1.3486 1.5605 -0.0554 0.1 -0.2 -0.2 0.2621
H -3.1244 -0.6429 1.8153 -0.2 0.0 0.0 0.2350
H -3.0028 -3.1121 1.9016 -0.1 0.0 -0.1 0.2076
H -0.9312 -4.2015 2.6909 0.0 -0.2 0.1 0.2091
H 0.9648 -2.8210 3.4692 0.0 0.0 0.0 0.2272
H 0.7779 -0.3668 3.4321 0.1 -0.1 0.0 0.2433
H -1.9604 -0.4470 -1.3985 0.2 -0.1 -0.1 0.2538
H -4.0547 -1.7520 -1.3779 0.0 -0.2 -0.1 0.2153
```
Forces are in eV/Å.

E: -58151.6586 eV
orbital gap: 5.784 eV
max |F|: 4.0 eV Å⁻¹
total charge: -1

# 2
The following is a quantum chemistry calculation of a 2-piece molecular cluster, C5H14IN2S overall at a distorted geometry, from OMol25.

XYZ file:
```
23
Properties=species:S:1:pos:R:3:forces:R:3:nbo_charge:R:1
C -0.0390 -4.0982 1.1666 -0.9 2.1 0.3 -0.6115
C -0.8290 0.9739 1.3674 -2.1 0.5 -0.9 -0.5293
C 0.5174 1.8559 -2.5241 0.6 1.5 -2.1 -0.4681
C -0.5996 -3.2143 -0.0177 0.9 -1.2 -0.3 -0.5039
C 1.0045 1.5020 -0.1831 1.0 0.7 3.3 0.2836
N 0.3961 1.5661 1.0257 2.0 0.0 -2.8 -0.4511
N 0.2584 1.0972 -1.3041 -0.3 -0.1 0.4 -0.6596
S -0.1205 -1.4741 -0.1999 0.1 0.1 -0.1 -0.3975
I 3.0851 1.9725 -0.2854 -1.5 -0.3 -0.1 0.3525
H -0.3820 -3.6481 2.1606 0.0 -1.1 -1.3 0.2086
H -0.4143 -5.1196 0.9506 0.5 0.6 0.6 0.2315
H 1.0488 -4.0037 1.2351 -0.1 -0.4 -0.4 0.2171
H -1.6876 1.5488 0.8930 0.7 -0.6 0.5 0.2224
H -0.8976 -0.1323 0.8216 0.4 0.7 1.2 0.2536
H -0.9201 1.0704 2.4395 -0.3 -0.4 0.2 0.2540
H 1.3265 1.5273 -3.2098 0.1 -0.2 1.5 0.2676
H -0.2656 1.8344 -3.2289 -1.7 -0.8 -0.3 0.2592
H 0.5749 2.9363 -2.3873 0.5 -0.2 0.7 0.2460
H -1.6677 -3.3536 -0.1491 -0.2 0.3 0.3 0.2172
H -0.1524 -3.6187 -0.9310 -0.1 -0.2 0.0 0.2232
H 0.9636 1.9436 1.7777 0.2 -0.3 -0.1 0.4491
H -0.7113 1.1022 -0.9425 -0.2 0.2 -0.9 0.4698
H 0.3279 0.0258 -1.4764 0.3 -0.9 0.2 0.4658
```
Forces are in eV/Å.

E: -27317.4630 eV
orbital gap (spin up / spin down): 6.085 / 6.098 eV
max |F|: 3.5 eV Å⁻¹
total charge: +1

# 3
The following is a quantum chemistry calculation of a 2-piece molecular cluster, C10H4N7O8 overall at a distorted geometry, from OMol25.

XYZ file:
```
29
Properties=species:S:1:pos:R:3:forces:R:3:nbo_charge:R:1
N -2.8763 0.9193 1.0158 0.5 1.3 1.6 -0.6565
C -3.3545 2.2226 1.0199 -0.3 -1.8 -0.9 0.7561
O -2.9207 3.1200 1.7219 0.1 0.5 -0.2 -0.6846
N -4.4339 2.4364 0.1324 -0.1 0.9 0.2 -0.6626
C -5.1964 1.4892 -0.5660 0.4 -0.5 0.2 0.6270
O -6.0632 1.8455 -1.3810 0.4 -0.1 0.6 -0.7015
C -4.8297 0.1511 -0.1584 -0.3 0.1 -0.1 -0.5279
C -3.7145 -0.0231 0.6477 -0.7 -0.4 -0.8 0.0899
H -4.7866 3.3883 0.1214 0.1 -0.2 -0.2 0.3961
H -5.4508 -0.6702 -0.4912 0.1 0.0 0.1 0.2040
H -3.4778 -1.0255 1.0468 0.0 0.2 -0.6 0.1629
O 5.7030 1.2926 -0.7642 -0.7 -0.7 0.6 -0.3480
N 4.8863 0.7313 -0.0550 -1.6 -0.4 0.1 0.4197
C 3.7072 0.0428 -0.2696 2.0 1.0 0.2 0.0126
C 3.1863 -0.2946 0.9999 0.7 0.3 1.9 0.1075
N 3.9669 0.1933 2.0078 -1.0 -1.0 -2.6 -0.0494
O 5.0206 0.7978 1.3442 -0.1 0.2 -0.2 -0.1485
C 1.9633 -1.1037 1.0592 -1.1 -0.2 -2.0 0.0174
N 1.3869 -1.6636 2.2771 -2.1 -1.0 1.8 0.4977
O 0.4334 -2.4596 2.0864 2.0 1.4 0.4 -0.3736
O 1.7799 -1.3587 3.4155 0.0 -0.1 -2.6 -0.3308
C 1.2749 -1.4120 -0.1376 0.9 -0.3 2.0 -0.0678
C 1.9194 -1.1404 -1.3555 0.4 0.4 -2.6 -0.0380
N 1.5984 -1.5444 -2.6572 -0.1 0.1 1.8 0.4357
O 0.7106 -2.2558 -3.0973 1.1 0.9 0.3 -0.3332
O 2.5857 -1.0285 -3.5036 -0.2 -0.1 0.6 -0.1423
N 3.5482 -0.3141 -2.7879 -1.5 -0.4 2.7 -0.0738
C 3.1119 -0.3911 -1.4889 0.8 -0.2 -2.8 0.1147
H 0.3217 -1.9451 -0.1826 0.4 0.2 0.5 0.2974
```
Forces are in eV/Å.

E: -37235.2897 eV
orbital gap: 3.336 eV
max |F|: 3.1 eV Å⁻¹
total charge: -1

# 4
The following is a quantum chemistry calculation of C33H57DyIN2O2Si as an isolated structure at a distorted geometry, from OMol25.

XYZ file:
```
97
Properties=species:S:1:pos:R:3:forces:R:3:lowdin_spin:R:1
O 1.5916 -2.3517 -3.4592 -0.3 -1.1 1.8 -0.0001
O 0.8948 -0.8092 -5.0833 0.3 0.8 -1.2 0.0000
C 2.9004 -2.3550 -2.7637 0.3 -0.2 -0.6 -0.0001
C 2.8474 -3.1542 -1.4970 0.1 -0.3 0.8 0.0000
H 3.2398 -1.3316 -2.5962 -0.4 0.1 -0.1 -0.0001
H 3.5597 -2.8232 -3.4849 0.2 0.0 -0.1 0.0000
H 2.2753 -2.6377 -0.7125 0.1 -0.3 -0.2 0.0000
H 3.8696 -3.2834 -1.1058 -0.3 0.3 -0.3 0.0000
H 2.4625 -4.1796 -1.6198 0.0 0.4 -0.1 0.0000
C 0.3240 -2.8583 -2.8425 0.8 0.2 -0.4 -0.0001
C -0.0242 -4.0085 -3.7316 -0.2 -0.8 -0.2 0.0000
H -0.3544 -2.0134 -2.9074 -0.2 0.0 0.2 0.0000
H 0.5237 -3.1173 -1.8009 -0.1 0.1 -0.3 0.0000
H -0.2252 -3.6748 -4.7676 0.1 -0.2 0.5 0.0000
H -0.9114 -4.5248 -3.3679 -0.1 0.0 0.0 0.0000
H 0.8131 -4.7346 -3.7308 -0.5 0.3 -0.1 0.0000
C -0.2974 -0.0674 -5.4925 0.1 0.1 0.1 0.0000
C 1.9260 -0.8861 -6.1378 -0.9 0.5 1.0 0.0000
C -1.5381 -0.9229 -5.4113 -0.3 -0.3 0.1 0.0000
H -0.1467 0.3072 -6.5128 0.1 -0.2 0.2 0.0000
H -0.3657 0.8065 -4.8386 0.0 -0.2 -0.1 0.0000
H -1.3764 -1.8993 -5.9042 -0.1 0.4 0.2 0.0000
H -2.3847 -0.4189 -5.9145 0.4 -0.2 0.3 0.0000
H -1.8252 -1.0921 -4.3575 0.0 0.0 -0.5 0.0000
C 1.5007 -1.9709 -7.0612 -0.1 -0.4 -0.7 0.0000
H 2.8529 -1.0856 -5.6011 0.1 0.0 -0.1 0.0000
H 1.9694 0.1064 -6.5961 0.3 -0.3 0.0 0.0000
H 1.1256 -2.8455 -6.5102 0.3 0.2 -0.1 0.0000
H 2.3283 -2.2823 -7.6936 0.0 -0.1 -0.2 0.0000
H 0.6875 -1.6068 -7.6968 0.1 -0.2 0.0 0.0000
H 1.3059 -1.9128 -4.3436 0.1 1.2 0.3 0.0000
N -0.5099 -0.2553 1.1941 -0.7 0.2 0.2 -0.0161
C -1.3580 0.2204 2.1459 0.5 -0.6 -0.9 -0.0020
C -2.1869 1.3427 1.9596 0.0 0.0 0.4 0.0009
C -2.4766 2.0124 0.7576 0.8 0.4 -1.4 -0.0014
C -1.4761 -0.5268 3.4505 -0.2 0.1 0.3 -0.0003
H -0.5100 -0.9291 3.7782 -0.2 0.0 -0.2 0.0000
H -2.1946 -1.3579 3.3718 0.3 0.2 0.0 0.0000
H -1.8420 0.1625 4.2211 0.0 -0.2 -0.1 -0.0001
C -3.7146 2.8461 0.6386 -0.5 0.1 0.7 -0.0002
H -4.3835 2.4632 -0.1468 0.3 0.2 0.2 0.0000
H -3.4852 3.9013 0.4224 0.0 -0.4 -0.1 0.0000
H -4.2474 2.8002 1.5948 -0.1 0.1 -0.3 0.0000
N -1.6500 1.9688 -0.2981 -1.1 0.0 0.6 -0.0133
C -0.1940 -1.6503 1.1929 -0.2 -0.1 0.7 -0.0003
C 1.0550 -2.0721 1.6733 -0.1 -0.1 0.0 0.0001
C 2.0611 -1.0657 2.1606 0.4 0.0 0.3 -0.0001
C 1.3257 -3.4406 1.7491 -0.5 -0.1 -0.3 0.0000
H 2.2829 -3.7623 2.1464 -0.1 -0.1 0.0 0.0000
C 0.3728 -4.3776 1.3261 0.6 0.4 0.2 0.0001
H 0.6029 -5.4339 1.3829 -0.1 0.0 0.0 0.0000
C -0.8605 -3.9445 0.8603 -0.2 -0.4 -0.2 0.0000
H -1.6162 -4.6717 0.5401 0.3 0.2 0.2 0.0000
C -1.1738 -2.5941 0.8078 0.5 0.7 0.1 0.0002
C -2.5348 -2.1271 0.3998 -0.5 -0.1 -0.4 0.0000
C -1.9515 2.5382 -1.5724 -0.6 0.1 -0.1 -0.0004
C -1.3975 3.7887 -1.9008 0.1 -0.5 -0.2 0.0011
C -0.6887 4.5963 -0.8495 0.2 0.3 0.2 -0.0006
C -1.4651 4.2247 -3.2266 -0.2 -0.3 0.2 -0.0001
H -0.9776 5.1607 -3.4956 -0.2 -0.2 0.0 0.0000
C -2.1438 3.4615 -4.1777 0.0 0.4 -0.2 0.0008
H -2.1928 3.8033 -5.2169 0.0 -0.1 0.4 0.0000
C -2.7877 2.2887 -3.8079 -0.1 -0.2 -0.2 -0.0001
H -3.3641 1.7116 -4.5407 0.2 0.3 0.2 0.0000
C -2.7076 1.8041 -2.5060 0.5 0.4 0.2 0.0008
C -3.3467 0.5055 -2.1289 -0.4 -0.4 -0.2 0.0000
Dy 0.4908 1.5189 0.0879 -0.3 -0.1 1.4 5.0451
H 2.5944 -0.5619 1.3313 -0.2 -0.1 0.3 -0.0002
H 2.8279 -1.5740 2.7677 -0.2 0.2 -0.3 0.0000
H 1.6070 -0.2823 2.7911 0.2 -0.3 -0.3 0.0004
H -2.4890 -1.2678 -0.2801 0.1 -0.1 0.3 0.0000
H -3.1493 -1.8332 1.2644 0.2 0.0 -0.2 0.0000
H -3.0696 -2.9352 -0.1174 0.1 0.2 0.2 0.0000
H -0.4910 5.6054 -1.2367 0.0 -0.3 0.2 -0.0001
H 0.2969 4.1787 -0.5498 -0.4 0.2 -0.2 -0.0005
H -1.2915 4.6971 0.0675 0.2 0.0 -0.3 0.0001
H -3.7811 0.5227 -1.1214 0.1 -0.1 -0.3 0.0000
H -2.6273 -0.3289 -2.1690 -0.1 0.3 0.1 0.0000
H -4.1491 0.2561 -2.8417 0.2 0.1 0.3 0.0000
H -2.7961 1.6359 2.8167 0.2 -0.2 -0.3 0.0000
C 1.1766 1.4776 -1.9929 0.1 -1.7 -2.8 -0.0028
Si 2.2636 2.3583 -3.2413 -0.4 0.4 0.2 0.0028
H 0.2730 1.2101 -2.6118 0.1 0.3 0.5 0.0005
H 1.6294 0.4536 -1.9568 0.2 -0.1 0.3 -0.0008
C 3.8579 1.4859 -3.7111 0.4 -0.1 0.2 0.0005
C 2.5779 3.9785 -2.3870 0.5 -0.1 -0.3 0.0008
C 1.4479 2.7839 -4.8866 -0.3 0.1 -0.2 0.0007
H 1.9328 3.6930 -5.2724 -0.1 -0.2 0.1 0.0001
H 0.3788 3.0090 -4.7786 0.3 0.0 0.0 0.0000
H 1.5449 2.0207 -5.6692 0.1 0.1 0.2 0.0000
H 4.4660 1.2713 -2.8225 0.0 0.0 -0.2 0.0000
H 4.4461 2.1541 -4.3602 -0.1 -0.2 0.2 0.0001
H 3.7292 0.5451 -4.2646 -0.1 0.2 0.1 0.0000
H 2.9069 3.7617 -1.3609 0.0 0.3 -0.3 0.0005
H 1.6290 4.5318 -2.3633 0.3 0.0 0.0 0.0000
H 3.3434 4.5339 -2.9417 -0.2 0.3 0.3 0.0000
I 2.4635 2.9215 1.5253 0.4 0.4 0.5 -0.0158
```
Forces are in eV/Å.

E: -82278.6995 eV
orbital gap (spin up / spin down): 8.648 / 8.683 eV
multiplicity: 6
max |F|: 3.3 eV Å⁻¹
total charge: +1

Energy above the lowest of the compared OMol25 structures with the same formula, charge and spin values (in kJ/mol) by entry order: 72.6; 236.8; 36.3; 0.0.